{"formula": "C28H19F6N7O8OsS2", "method": "ωB97M-V/def2-TZVPD", "multiplicity": 5, "e_homo_ev": [-6.164, -8.617], "de_lowest_kcal_mol": 6.23, "s_squared": 6.03, "lumo_energy_ev": [-0.701, -2.754], "homo_lumo_gap_ev": [5.462, 5.863], "molar_mass_g_mol": 949.853, "charge": 0, "species": ["Os", "C", "C", "C", "C", "N", "C", "N", "C", "N", "C", "N", "C", "C", "C", "C", "C", "N", "C", "C", "C", "C", "C", "C", "H", "H", "H", "H", "H", "H", "H", "H", "H", "H", "H", "H", "C", "H", "H", "H", "F", "C", "F", "F", "S", "O", "O", "N", "S", "O", "O", "C", "F", "F", "F", "O", "C", "O", "C", "C", "C", "C", "C", "C", "N", "O", "O", "H", "H", "H", "H"], "positions_angstrom": [[0.33780, -1.26605, 1.20133], [4.31594, -2.34134, 2.21549], [4.79591, -1.30023, 3.03719], [3.93499, -0.33753, 3.46629], [2.56493, -0.35700, 3.08909], [2.12547, -1.35130, 2.23830], [3.00897, -2.31829, 1.84637], [1.79888, 0.59875, 3.60226], [0.54114, 0.83634, 3.30087], [-0.24263, 0.14824, 2.37066], [-1.48810, 0.78113, 2.25819], [-2.48429, 0.44764, 1.45564], [-2.57974, -0.67522, 0.75056], [-3.76066, -0.87078, -0.01553], [-4.00527, -2.06396, -0.62462], [-3.08180, -3.12268, -0.48632], [-1.93018, -2.88450, 0.18819], [-1.63001, -1.68010, 0.76301], [-1.48715, 1.89379, 3.14974], [-2.44746, 2.87887, 3.39905], [-2.12457, 3.88187, 4.28305], [-0.87493, 3.90919, 4.93700], [0.06831, 2.93243, 4.71730], [-0.23925, 1.91970, 3.80565], [4.95909, -3.13814, 1.87202], [5.83975, -1.27336, 3.32381], [4.24980, 0.48254, 4.09358], [2.61651, -3.08517, 1.19499], [-4.45574, -0.04499, -0.06407], [-4.90940, -2.20843, -1.20282], [-3.25729, -4.09149, -0.93071], [-1.19468, -3.66793, 0.31197], [-3.40770, 2.84142, 2.90105], [-2.83938, 4.67051, 4.47969], [-0.65433, 4.72170, 5.61728], [1.02820, 2.93723, 5.21780], [2.97420, 0.54146, -1.07527], [3.91204, 1.06436, -1.25830], [2.30516, 0.65960, -1.92688], [3.16695, -0.51663, -0.93435], [1.42085, -4.93296, -3.07920], [0.66264, -4.41642, -2.14230], [0.88137, -5.09147, -1.00081], [-0.62149, -4.54414, -2.45303], [1.06776, -2.60511, -1.81503], [1.05300, -2.61303, -0.32769], [2.35858, -2.35081, -2.36648], [-0.11189, -1.71035, -2.31304], [-0.07511, -1.55136, -3.93321], [0.39140, -2.77086, -4.53018], [0.44749, -0.29415, -4.35509], [-1.88447, -1.51239, -4.31174], [-2.04303, -1.21124, -5.58850], [-2.40783, -2.71665, -4.07078], [-2.51599, -0.61204, -3.55845], [1.98503, 3.08547, 0.91704], [1.75931, 2.25009, 0.09809], [2.39593, 1.03801, 0.14894], [0.72781, 2.37756, -0.97001], [-0.19223, 1.34942, -1.14547], [-1.19533, 1.46419, -2.08644], [-1.22276, 2.59039, -2.88694], [-0.32024, 3.62513, -2.72928], [0.64393, 3.52839, -1.74159], [-2.24717, 2.68099, -3.94135], [-3.08558, 1.80406, -3.98935], [-2.18640, 3.62849, -4.70079], [-0.14966, 0.44025, -0.54189], [-1.94051, 0.69207, -2.21072], [-0.38648, 4.48950, -3.37320], [1.34162, 4.33733, -1.57006]], "forces_ev_per_angstrom": [[0.066, -0.621, -0.233], [-0.070, -0.039, -0.002], [-0.046, 0.116, 0.085], [0.193, -0.174, -0.051], [-0.284, -0.091, -0.022], [0.160, 0.332, -0.128], [0.165, -0.166, -0.035], [0.104, 0.161, 0.090], [0.044, -0.183, -0.143], [0.050, 0.208, 0.118], [-0.041, -0.080, -0.058], [-0.118, -0.001, -0.159], [0.218, 0.083, 0.350], [-0.129, -0.207, -0.191], [-0.041, 0.219, 0.019], [0.104, -0.090, -0.014], [-0.123, -0.124, -0.001], [-0.005, 0.253, -0.174], [0.275, -0.027, 0.074], [-0.090, 0.025, 0.010], [-0.069, -0.041, -0.057], [0.081, -0.015, 0.036], [0.080, 0.004, 0.039], [-0.261, 0.026, -0.126], [-0.027, 0.012, -0.011], [-0.029, 0.030, 0.013], [-0.031, 0.000, 0.021], [-0.049, 0.037, 0.017], [0.035, 0.010, 0.011], [0.010, 0.031, 0.026], [0.006, 0.014, 0.037], [0.109, 0.068, -0.047], [0.031, 0.039, -0.014], [0.003, -0.010, 0.021], [-0.023, -0.021, 0.018], [-0.021, 0.050, -0.035], [-0.044, -0.016, 0.004], [0.008, 0.013, -0.032], [-0.038, 0.035, -0.010], [0.046, 0.004, 0.092], [0.033, 0.089, -0.083], [-0.073, -0.104, 0.344], [-0.016, 0.002, -0.139], [0.071, -0.007, -0.021], [0.121, 0.085, 0.077], [-0.372, 0.409, 0.308], [-0.003, -0.227, 0.027], [0.326, -0.180, 0.006], [-0.079, -0.268, -0.342], [-0.013, 0.162, -0.164], [-0.099, 0.188, 0.148], [0.016, -0.224, 0.445], [-0.003, 0.025, -0.042], [-0.042, 0.154, -0.040], [-0.072, -0.642, -0.325], [-0.013, 0.182, 0.122], [0.199, -0.306, -0.018], [-0.081, -0.011, 0.049], [-0.195, -0.167, 0.032], [-0.040, 0.084, -0.011], [-0.209, -0.068, 0.048], [0.136, -0.087, 0.242], [-0.044, 0.150, -0.148], [0.039, 0.000, 0.026], [-0.142, 0.166, -0.178], [0.036, 0.348, 0.041], [0.020, -0.104, 0.094], [0.046, 0.265, -0.160], [0.191, 0.236, 0.142], [0.008, 0.004, 0.007], [0.003, -0.015, -0.023]]}



{"formula": "C28H19N3OPRe", "method": "ωB97M-V/def2-TZVPD", "multiplicity": 4, "e_homo_ev": [-11.073, -11.123], "s_squared": 3.81, "lumo_energy_ev": [-5.479, -6.405], "homo_lumo_gap_ev": [5.594, 4.718], "molar_mass_g_mol": 630.661, "charge": 1, "species": ["Re", "C", "C", "C", "C", "C", "C", "P", "C", "C", "C", "C", "C", "C", "C", "C", "C", "C", "C", "C", "C", "C", "C", "C", "H", "H", "H", "H", "H", "H", "H", "H", "H", "H", "H", "H", "H", "H", "H", "H", "C", "C", "O", "H", "H", "H", "N", "C", "C", "C", "N", "C", "N"], "positions_angstrom": [[2.01285, -0.30184, 0.73503], [-1.76619, 4.26886, 0.69835], [-1.52445, 3.37033, 1.77809], [-1.02810, 2.13570, 1.43922], [-0.83240, 1.72665, 0.13242], [-1.05385, 2.59479, -0.95774], [-1.62352, 3.83636, -0.62383], [-0.30586, 0.06637, -0.15193], [-0.96171, -0.31225, -1.83208], [-2.22209, 0.05332, -2.37410], [-2.69778, -0.74247, -3.43201], [-1.83315, -1.57175, -4.18653], [-0.55091, -1.77212, -3.74137], [-0.14576, -1.20881, -2.49349], [-1.09179, -1.18863, 0.86407], [-2.44070, -1.47625, 0.78577], [-3.08233, -2.50236, 1.54507], [-2.36673, -3.15650, 2.51860], [-0.97470, -2.72887, 2.75103], [-0.29083, -3.24479, 3.87128], [1.01863, -2.85197, 4.20745], [1.64590, -1.91015, 3.36093], [1.06206, -1.51081, 2.12117], [-0.26276, -1.89596, 1.86638], [-2.08124, 5.27853, 0.84613], [-1.82077, 3.53514, 2.78466], [-0.52228, 1.59953, 2.22701], [-0.71850, 2.34527, -1.95050], [-1.87394, 4.59380, -1.37577], [-2.87258, 0.85512, -1.86987], [-3.72400, -0.75296, -3.67374], [-2.29420, -1.87249, -5.11439], [0.14841, -2.40046, -4.32737], [0.90377, -1.42380, -2.12662], [-3.08197, -0.65890, 0.45255], [-4.12388, -2.84560, 1.36229], [-2.86808, -3.72672, 3.28056], [-0.81007, -4.06541, 4.39038], [1.59415, -3.34839, 4.99085], [2.61651, -1.62533, 3.65821], [2.89503, 0.99591, 2.00260], [3.24130, -1.76539, 0.25916], [3.91714, -2.67152, -0.00642], [3.75370, 0.39571, 2.22696], [2.35584, 1.01157, 2.94507], [3.05846, 2.06931, 1.66034], [2.89773, 0.78829, -0.82133], [3.12158, 1.35870, -1.86800], [3.23929, 2.03741, -3.07023], [2.54600, 3.14846, -3.59665], [1.96719, 4.08680, -4.02931], [4.41420, 1.77341, -3.79811], [5.43737, 1.60718, -4.34022]], "forces_ev_per_angstrom": [[-0.189, -0.350, -1.440], [-0.273, -1.727, 0.528], [-0.494, 0.810, -2.241], [0.779, 0.208, 0.625], [0.083, 0.721, -0.514], [-0.528, 0.533, 1.566], [0.848, 0.649, -0.226], [-0.550, -0.663, -1.280], [0.787, 0.131, 0.121], [-0.889, -0.395, 1.019], [1.628, 0.656, 0.791], [-1.060, 1.245, 0.929], [1.044, -0.378, 0.295], [0.982, -0.825, -1.450], [-0.253, -1.251, 1.418], [-0.143, 0.925, 0.927], [0.124, -1.113, 0.048], [1.372, 2.194, -0.305], [-0.764, -1.248, 0.192], [0.647, -0.763, 0.293], [-0.728, 0.132, -1.258], [-1.367, -1.347, -0.249], [1.242, 1.121, 0.585], [-2.607, 0.801, -1.032], [-0.347, 0.369, 0.311], [0.309, 0.689, 0.715], [-0.677, -0.832, 0.377], [-0.428, -0.067, -0.252], [0.321, -0.564, -0.004], [0.980, -1.539, -0.814], [-0.980, 0.570, -0.516], [0.552, -0.782, -0.136], [-0.444, 0.528, 0.525], [-1.415, 0.166, -0.364], [-0.038, -0.590, -1.011], [0.742, 0.876, 0.128], [0.055, -0.595, -0.094], [0.421, 0.597, 0.154], [-0.417, 0.404, 0.011], [1.093, 0.534, -0.045], [0.077, 1.538, 0.613], [2.018, -2.444, -0.191], [-1.957, 2.556, 0.567], [1.348, 0.314, 0.193], [-0.462, 0.035, 0.170], [0.174, -1.641, 0.172], [0.296, 1.489, -3.035], [-1.691, -0.367, 1.818], [0.771, -0.844, 0.901], [-2.865, 3.119, -0.479], [1.791, -2.980, 1.309], [3.090, -0.795, -1.264], [-2.009, 0.192, 0.901]]}



Q: Which formula does entry 2 have?
A: C28H19N3OPRe